Entry from OMol25: a molecular structure, C6H10 at a distorted geometry (ωB97M-V/def2-TZVPD).

The spin multiplicity is 1. The calculation puts the energy above the lowest of the compared OMol25 structures with the same formula, charge and spin at 110.0 kcal/mol. The calculation puts the highest occupied orbital energy at -6.8 eV. The lowest unoccupied orbital energy is 0.1 eV. The HOMO-LUMO gap comes out at 6.9 eV.

Last column: Mulliken charge in e.
Element x y z (Å)
C -0.11 2.24 0.14  -0.993
C -0.02 -1.43 1.50  -0.862
C 0.46 0.85 -0.08  -0.178
C -0.26 -0.19 -0.63  0.477
C 0.15 -1.24 -1.62  -1.198
C -0.66 -0.49 0.69  -0.397
H -1.63 -0.18 0.99  0.431
H 0.66 2.92 0.60  0.312
H 1.47 0.71 0.27  0.355
H 1.12 -1.58 -1.45  0.336
H -0.52 -2.12 -1.45  0.292
H 0.11 -0.90 -2.66  0.356
H 1.07 -1.56 1.30  0.191
H -0.99 2.23 0.82  0.297
H -0.46 -1.89 2.39  0.306
H -0.38 2.64 -0.82  0.275


Entry from OMol25: a molecular structure, C4H6B3F12LiO3 at a distorted geometry (ωB97M-V/def2-TZVPD).

The spin multiplicity is 1. The calculation puts the energy above the lowest of the compared OMol25 structures with the same formula, charge and spin at 17.9 kcal/mol. The calculation puts the highest occupied orbital energy at -5.5 eV. As for the net charge: -2. The lowest unoccupied orbital energy is 4.7 eV. The HOMO-LUMO gap comes out at 10.2 eV.

Last column: Mulliken charge in e.
Element x y z (Å)
F -6.52 2.02 -0.40  -0.373
F -4.39 0.59 -4.37  -0.388
F -6.06 1.53 -5.47  -0.397
F -6.89 3.71 1.01  -0.398
F -5.52 3.86 -0.84  -0.399
F -8.46 3.11 -1.34  -0.365
F -9.89 4.48 -2.53  -0.406
F -7.67 4.80 -2.55  -0.279
F -6.43 0.78 -3.39  -0.418
F -8.65 3.12 -3.49  -0.240
F -5.08 2.54 -3.70  -0.454
F -4.88 2.61 1.00  -0.436
O -6.64 6.88 -6.92  -0.390
O -5.23 8.68 -7.08  -0.637
O -6.22 8.08 -5.18  -0.384
C -7.26 6.22 -5.79  0.240
C -7.37 7.34 -4.77  -0.107
C -6.30 5.02 -5.43  -1.181
C -5.92 7.88 -6.46  0.686
B -8.65 3.92 -2.46  0.205
B -5.97 3.09 0.20  0.631
B -5.50 1.36 -4.25  0.636
Li -6.46 3.10 -2.44  1.067
H -7.37 6.90 -3.78  0.121
H -5.24 5.31 -5.47  0.343
H -8.30 7.91 -4.87  0.254
H -6.72 4.53 -4.56  0.329
H -6.41 4.30 -6.24  0.351
H -8.20 5.74 -6.09  0.385


Entry from OMol25: 4 unconnected molecules or ions with the total composition C27H60IN5O6Si (ωB97M-V/def2-TZVPD).

As for the SMILES: NC[Si@@H](CCCI)c1ccncc1.COCCNCCOC.COCCNCCOC.COCCNCCOC. The spin multiplicity is 1. The calculation puts the highest occupied orbital energy at -8.4 eV. The lowest unoccupied orbital energy is 0.6 eV. The HOMO-LUMO gap comes out at 9.0 eV.

Last column: Mulliken charge in e.
Element x y z (Å)
I 6.46 -1.62 -2.99  -0.030
Si 4.82 2.89 -5.26  0.032
O -8.21 -0.16 -2.94  -0.352
O 0.64 -3.92 4.21  -0.186
O 2.49 0.29 -1.46  -0.416
O -1.24 -1.13 0.93  -0.391
O -4.68 1.22 -0.24  -0.320
O 3.54 -2.50 7.56  -0.419
N 1.00 -4.29 7.11  -0.291
N 6.94 4.40 -4.17  -0.530
N 0.14 3.09 -4.97  -0.615
N 0.48 1.27 0.76  -0.278
N -7.48 -0.19 -0.09  -0.288
C 2.94 3.03 -5.17  0.839
C 1.74 1.49 -1.45  0.271
C 2.29 3.79 -4.19  -0.276
C -0.42 -3.99 5.15  -0.817
C 1.42 2.02 -0.06  -1.000
C -9.13 0.06 -1.87  -0.785
C 7.48 0.23 -3.38  -1.230
C 0.74 2.37 -5.90  -0.438
C 3.42 -2.27 6.17  -0.535
C -6.66 0.39 0.97  -0.814
C -0.86 1.15 0.21  -0.079
C -4.97 1.20 -1.63  -0.747
C 2.12 2.30 -6.04  -0.386
C 6.86 1.04 -4.49  -0.515
C -5.75 1.56 0.61  -0.524
C 5.57 4.54 -4.72  -0.560
C -7.94 -1.51 -3.23  -0.726
C 0.00 -3.45 6.49  -0.238
C 1.58 -3.77 8.35  -0.726
C 0.90 3.78 -4.13  -0.385
C 2.33 -2.45 8.29  -0.464
C -8.44 0.71 -0.69  -0.220
C 1.74 -0.90 -1.32  -0.630
C -1.71 0.21 1.03  -0.671
C -0.68 -1.65 2.11  -0.681
C 1.17 -5.17 3.81  -0.896
C 5.39 1.43 -4.25  -0.480
H -0.49 -2.71 1.95  0.253
H 0.40 4.35 -3.36  0.395
H 7.47 1.95 -4.58  0.298
H -2.73 0.25 0.63  0.254
H -5.71 1.96 -1.89  0.331
H 2.55 1.69 -6.82  0.351
H -1.33 2.14 0.21  0.373
H 5.15 2.64 -6.69  -0.196
H 4.74 0.59 -4.51  0.508
H -7.33 0.72 1.77  0.391
H 6.94 0.49 -5.43  0.330
H 4.94 4.98 -3.95  0.330
H 7.12 5.12 -3.48  0.205
H 0.38 -5.85 3.47  0.366
H -1.25 -3.38 4.76  0.373
H 1.85 -4.98 2.98  0.249
H 0.77 -3.67 9.08  0.384
H -4.04 1.43 -2.16  0.284
H -0.77 -5.02 5.24  0.439
H 1.03 3.04 -0.18  0.387
H 0.86 0.35 0.94  0.065
H 2.61 -2.18 9.31  0.345
H 1.72 -5.67 4.61  0.339
H 2.36 2.10 0.49  0.406
H -8.00 1.65 -1.04  0.179
H 8.50 -0.08 -3.61  0.514
H -6.88 -0.57 -0.81  0.108
H 2.29 -1.69 -1.82  0.309
H 0.33 -2.41 6.34  0.159
H -6.31 2.40 0.18  0.411
H 1.75 -4.47 6.45  0.122
H -9.21 0.96 0.05  0.360
H -8.87 -2.07 -3.40  0.352
H 4.38 -1.88 5.82  0.311
H 0.27 -1.16 2.37  0.289
H -5.32 0.23 -1.97  0.263
H -7.34 -1.53 -4.13  0.243
H 1.70 -1.64 7.90  0.344
H 2.37 2.23 -1.95  -0.041
H 3.20 -3.18 5.61  0.169
H -0.88 -3.41 7.14  0.371
H 0.10 1.81 -6.58  0.368
H 1.61 -1.19 -0.27  0.202
H -5.29 1.91 1.54  0.358
H 2.64 -1.54 5.95  0.257
H -6.03 -0.40 1.38  0.404
H -9.58 -0.89 -1.57  0.414
H -9.92 0.72 -2.24  0.386
H 2.84 4.38 -3.47  0.160
H 7.47 0.76 -2.43  0.432
H 7.63 4.55 -4.91  0.223
H -0.87 0.79 -0.82  0.070
H -1.73 0.53 2.08  0.433
H 0.84 1.37 -2.07  0.246
H -1.36 -1.54 2.96  0.309
H 5.21 1.63 -3.18  0.341
H -7.38 -2.01 -2.42  0.301
H 0.75 -0.81 -1.78  0.284
H 2.27 -4.53 8.73  0.382
H 5.53 5.24 -5.57  0.304


Entry from OMol25: a molecular structure, C41H54N10O7Yb at a distorted geometry (ωB97M-V/def2-TZVPD).

Its expectation value of S² is 0.75. The spin multiplicity is 2. The calculation puts the energy above the lowest of the compared OMol25 structures with the same formula, charge and spin at 25.4 kcal/mol. The calculation puts the highest occupied orbital energy at -9.0 eV. As for the net charge: +1. The lowest unoccupied orbital energy is -1.8 eV. The HOMO-LUMO gap comes out at 7.2 eV.

Last column: Mulliken spin population.
Element x y z (Å)
Yb -0.42 1.19 -0.23  1.003
O -0.82 2.39 1.75  0.000
O -0.23 -6.70 -4.74  0.000
O -4.08 -1.60 -1.00  0.000
O -2.56 -0.13 -0.67  0.000
O -0.73 2.40 3.95  0.000
O -1.89 2.82 -0.79  0.001
O -0.58 -0.63 1.19  0.001
N -2.21 3.69 -2.84  0.000
N 1.48 1.28 1.47  0.000
N 0.51 2.82 6.15  0.000
N 0.95 4.35 7.78  0.000
N -1.03 0.73 -2.86  0.000
N 3.02 -5.85 -0.25  0.000
N -0.56 4.80 6.00  0.000
N -4.88 -1.68 1.54  0.000
N 2.99 -5.02 0.68  0.000
N 0.90 -0.78 -1.00  -0.006
C 1.95 -2.84 -0.23  -0.001
C 1.21 2.63 -1.03  0.003
C 1.66 -0.82 -2.09  -0.002
C -3.54 -1.20 1.32  0.000
C -0.99 3.10 -3.44  0.001
C 0.31 4.02 6.62  0.000
C 4.61 2.14 -1.70  0.000
C 1.02 1.23 2.85  0.001
C -0.06 -6.26 -2.29  0.000
C 1.27 -3.74 1.91  0.000
C 2.61 -1.82 -2.33  0.000
C -3.35 -0.91 -0.14  0.001
C 0.34 -2.72 2.01  -0.002
C 0.21 -1.68 1.02  0.005
C 2.81 -2.76 -1.34  0.000
C -1.66 -6.77 -4.56  0.000
C -1.81 -0.16 -5.40  0.000
C 1.82 0.95 5.29  0.000
C 0.79 -5.93 -1.25  0.000
C 2.04 -3.87 0.79  0.000
C 1.02 -1.81 -0.10  -0.005
C 3.63 3.18 -3.66  0.000
C 3.59 3.21 -2.14  0.000
C 1.88 -6.21 -3.78  0.000
C 0.51 -6.41 -3.59  0.000
C 4.03 4.53 -1.58  0.000
C 2.14 -5.77 -1.42  0.000
C 2.73 -5.93 -2.68  0.000
C -0.26 2.06 2.84  -0.001
C 2.10 1.53 3.89  0.000
C -1.36 -0.57 -3.11  0.000
C -1.65 1.18 -5.11  0.000
C -4.08 3.72 -1.23  0.000
C 2.25 2.93 -1.63  0.000
C -4.69 0.71 2.12  0.000
C 1.67 1.94 6.43  0.000
C -5.69 -0.52 1.91  0.000
C -1.24 1.64 -3.85  0.000
C -1.68 -1.05 -4.34  0.000
C -3.33 0.07 2.23  0.000
C -2.59 3.44 -1.57  0.000
H -0.96 4.37 5.13  0.000
H -4.85 1.49 1.36  0.000
H -3.07 -0.26 3.21  0.000
H 3.94 4.52 -0.50  0.000
H 3.41 5.30 -1.98  0.000
H -0.66 3.70 -4.30  0.000
H -0.39 -2.67 2.85  0.000
H -2.79 4.29 -3.35  0.000
H 1.44 1.41 7.31  0.000
H 5.05 4.75 -1.78  0.000
H 3.16 -1.86 -3.27  0.000
H 3.78 -5.95 -2.79  0.000
H -6.24 -0.72 2.86  0.000
H -0.06 2.53 5.27  0.000
H -4.97 -2.44 2.25  0.000
H -2.09 -7.06 -5.50  0.000
H 2.62 2.49 6.63  0.000
H 0.61 0.26 3.07  0.000
H -4.50 2.74 -1.37  0.000
H -1.82 1.84 -5.93  0.000
H -4.61 4.49 -1.77  0.000
H -1.94 -0.50 -6.37  0.000
H -1.61 -2.14 -4.54  0.000
H 1.31 -4.51 2.69  0.000
H -6.43 -0.30 1.15  0.000
H 2.85 3.88 -4.00  0.000
H 1.59 3.60 8.09  0.000
H -2.83 -2.01 1.55  0.000
H 5.53 2.60 -2.01  0.000
H -2.62 0.76 1.87  0.000
H 0.90 0.36 5.30  0.000
H -1.34 -1.24 -2.31  0.000
H -1.95 -7.41 -3.81  0.000
H -4.70 -2.20 -0.52  0.000
H 2.65 0.34 5.52  0.000
H 4.56 2.06 -0.60  0.000
H 2.04 0.48 1.23  0.000
H 2.01 2.09 1.30  0.000
H 0.37 -5.93 -0.26  0.000
H -2.04 -5.82 -4.19  0.000
H 3.06 1.19 3.53  0.000
H -4.08 4.06 -0.17  0.000
H 1.47 0.12 -2.61  0.001
H 2.32 -6.19 -4.74  0.000
H 2.18 2.59 3.96  0.000
H 4.56 3.41 -4.10  0.000
H -0.16 3.10 -2.75  0.000
H -0.86 5.69 6.41  0.000
H -1.14 -6.43 -2.01  0.000
H -5.01 1.17 3.06  0.000
H 3.51 -3.51 -1.61  0.000
H 1.11 5.31 8.05  0.000
H 4.41 1.30 -2.26  0.000
H 3.21 2.25 -4.03  0.000